No. 1
This record from the OMol25 dataset describes 2 unconnected molecules or ions with the total composition C21H25BN3 at a distorted geometry. The level of theory is the ωB97M-V functional and the def2-TZVPD basis.

Its total charge is +1. The calculation puts the LUMO energy at -4.177 eV. Its HOMO energy is -10.318 eV. For the orbital gap, the calculation gives 6.1 eV. The calculation puts the energy relative to the best compared isomer or geometry (same formula, charge and spin) at 110.1 kJ/mol.

Structure (XYZ):
```
50
C21H25BN3 the ωB97M-V functional and the def2-TZVPD basis
C 4.325 0.931 1.089
N 3.070 0.236 1.154
C 1.858 0.842 1.185
C 0.869 -0.157 1.319
C -0.586 0.258 1.266
C -1.574 -0.969 1.332
C -1.329 -2.046 0.417
C -2.204 -3.148 0.423
C -3.333 -3.156 1.265
C -3.500 -2.117 2.207
C -2.667 -0.969 2.177
C 1.571 -1.453 1.552
C 1.221 -2.753 1.851
C 2.222 -3.758 1.831
C 3.573 -3.444 1.670
C 3.984 -2.105 1.356
C 2.892 -1.149 1.314
H 5.140 0.228 0.885
H 4.312 1.602 0.235
H 4.542 1.521 1.997
H 1.719 1.900 1.088
H -0.831 0.986 2.083
H -0.445 -2.080 -0.233
H -2.081 -3.934 -0.312
H -3.998 -4.061 1.324
H -4.367 -2.106 2.877
H -2.812 -0.138 2.878
H 0.207 -3.018 2.146
H 1.966 -4.783 2.104
H 4.340 -4.229 1.603
H 5.025 -1.816 1.161
H -0.916 1.125 0.422
B -1.456 2.568 -0.362
H -2.696 2.662 -0.105
H -0.722 3.516 0.058
C -1.280 2.455 -1.907
N -1.612 3.322 -2.931
C -2.242 4.608 -2.742
C -1.274 2.805 -4.170
C -0.704 1.564 -3.940
N -0.717 1.383 -2.580
C -0.228 0.203 -1.924
H -2.373 5.061 -3.718
H -3.235 4.519 -2.276
H -1.625 5.288 -2.135
H -1.450 3.319 -5.066
H -0.314 0.848 -4.627
H 0.149 -0.493 -2.660
H 0.593 0.433 -1.236
H -1.008 -0.301 -1.343
```

List of Mulliken charges in e, atom by atom:
1. C -0.98
2. N 0.23
3. C -1.48
4. C 0.46
5. C 0.01
6. C 1.14
7. C -0.30
8. C -0.83
9. C -0.56
10. C -0.56
11. C -0.47
12. C 1.10
13. C 0.06
14. C -0.85
15. C -0.65
16. C -0.89
17. C -0.02
18. H 0.30
19. H 0.36
20. H 0.30
21. H 0.51
22. H 0.66
23. H 0.44
24. H 0.41
25. H 0.34
26. H 0.38
27. H 0.38
28. H 0.53
29. H 0.37
30. H 0.36
31. H 0.25
32. H -0.67
33. B 0.15
34. H -0.01
35. H -0.01
36. C -0.29
37. N 0.18
38. C -0.81
39. C -0.47
40. C -0.28
41. N 0.28
42. C -1.11
43. H 0.31
44. H 0.32
45. H 0.32
46. H 0.48
47. H 0.46
48. H 0.28
49. H 0.40
50. H 0.47

No. 2
This record from the OMol25 dataset describes a molecular structure, C20H13MoN7O at a distorted geometry. The level of theory is the ωB97M-V functional and the def2-TZVPD basis.

Its total charge is +2. The calculation puts the LUMO energy (spin up / spin down) at -8.918 / -9.338 eV. Its HOMO energy (spin up / spin down) is -14.771 / -14.833 eV. For the orbital gap (spin up / spin down), the calculation gives 5.9 / 5.5 eV. The calculation puts the energy relative to the best compared isomer or geometry (same formula, charge and spin) at 164.4 kJ/mol. As for the spin multiplicity: 3.

Structure (XYZ):
```
42
C20H13MoN7O the ωB97M-V functional and the def2-TZVPD basis
Mo -0.224 0.054 0.482
C -0.419 -1.317 4.841
C 0.125 -0.065 5.145
C 0.192 0.947 4.206
C -0.348 0.716 2.936
C -0.936 -0.553 2.622
C -0.960 -1.564 3.592
N -0.268 1.478 1.804
C 0.042 2.794 1.585
C -0.226 3.925 2.346
C 0.119 5.164 1.823
C 0.766 5.283 0.590
C 1.065 4.168 -0.169
C 0.662 2.918 0.311
N 0.814 1.697 -0.291
N 1.489 1.614 -1.380
C 1.670 0.355 -1.796
C 2.373 0.055 -2.972
C 2.451 -1.261 -3.374
C 1.904 -2.254 -2.555
C 1.285 -1.893 -1.372
N 1.132 -0.614 -0.999
H -0.459 -2.079 5.603
H 0.500 0.112 6.139
H 0.649 1.896 4.440
H -1.729 -0.536 1.833
H -1.452 -2.504 3.383
H -0.722 3.848 3.301
H -0.121 6.053 2.385
H 1.025 6.265 0.223
H 1.587 4.235 -1.109
H 2.816 0.868 -3.527
H 2.939 -1.527 -4.299
H 1.957 -3.295 -2.837
H 0.894 -2.645 -0.687
O -1.350 -0.685 -0.711
N -2.280 -0.900 -1.600
C -3.229 -1.737 -1.306
C -3.169 -2.292 0.007
N -2.851 -2.522 1.085
C -4.298 -2.065 -2.172
N -5.208 -2.393 -2.781
```

List of Mulliken charges in e, atom by atom:
1. Mo 0.99
2. C -0.64
3. C -0.58
4. C -0.65
5. C 0.82
6. C 0.07
7. C -0.57
8. N -0.01
9. C 0.46
10. C -0.50
11. C -0.59
12. C -0.68
13. C -0.57
14. C 0.52
15. N 0.73
16. N -1.06
17. C 0.32
18. C -0.37
19. C -0.30
20. C -0.73
21. C -0.18
22. N -0.11
23. H 0.42
24. H 0.43
25. H 0.54
26. H 0.42
27. H 0.51
28. H 0.55
29. H 0.44
30. H 0.42
31. H 0.50
32. H 0.50
33. H 0.46
34. H 0.43
35. H 0.49
36. O -0.16
37. N -0.62
38. C 0.66
39. C 0.49
40. N -0.39
41. C -0.24
42. N -0.22

No. 3
This record from the OMol25 dataset describes 2 unconnected molecules or ions with the total composition C2H5PS at a distorted geometry. The level of theory is the ωB97M-V functional and the def2-TZVPD basis.

The calculation puts the LUMO energy (spin up / spin down) at -1.738 / -0.886 eV. Its HOMO energy (spin up / spin down) is -8.730 / -9.210 eV. For the orbital gap (spin up / spin down), the calculation gives 7.0 / 8.3 eV. The calculation puts the energy relative to the best compared isomer or geometry (same formula, charge and spin) at 407.3 kJ/mol.

Structure (XYZ):
```
9
C2H5PS the ωB97M-V functional and the def2-TZVPD basis
C 1.647 -1.522 0.160
C -1.409 0.793 0.005
P 1.652 0.110 0.025
S -1.438 -1.005 -0.071
H 1.013 -2.168 0.565
H -1.110 1.053 0.965
H -2.413 1.119 -0.313
H -0.770 1.229 -0.761
H 2.828 0.392 -0.575
```

List of Mulliken charges in e, atom by atom:
1. C -0.45
2. C -0.92
3. P -0.02
4. S -0.08
5. H 0.47
6. H 0.35
7. H 0.31
8. H 0.31
9. H 0.03

No. 4
This record from the OMol25 dataset describes C16H19N3O4S in the gas phase. The level of theory is the ωB97M-V functional and the def2-TZVPD basis.

The calculation puts the LUMO energy at 0.415 eV. Its HOMO energy is -8.834 eV. For the orbital gap, the calculation gives 9.2 eV. As for the structure (SMILES): COc1cccc(N(CC(=O)NCc2cccnc2)S(C)(=O)=O)c1. The calculation puts the energy relative to the best compared isomer or geometry (same formula, charge and spin) at 300.7 kJ/mol.

Structure (XYZ):
```
43
C16H19N3O4S the ωB97M-V functional and the def2-TZVPD basis
C -3.821 -2.890 1.138
O -4.647 -1.816 0.750
C -4.065 -0.649 0.373
C -4.935 0.392 0.039
C -4.426 1.609 -0.358
C -3.058 1.819 -0.443
C -2.187 0.789 -0.108
N -0.793 0.932 -0.168
C -0.173 2.235 -0.138
C 1.207 2.198 0.533
O 2.021 3.067 0.328
N 1.367 1.205 1.436
C 2.697 0.860 1.916
C 3.313 -0.169 1.007
C 2.987 -1.515 1.123
C 3.510 -2.413 0.209
C 4.340 -1.925 -0.787
N 4.660 -0.648 -0.906
C 4.152 0.205 -0.038
S 0.089 -0.285 -0.924
C -0.859 -0.692 -2.411
O 0.113 -1.432 -0.061
O 1.341 0.275 -1.318
C -2.694 -0.444 0.304
H -4.500 -3.700 1.400
H -3.168 -3.213 0.321
H -3.209 -2.631 2.007
H -5.997 0.219 0.103
H -5.100 2.411 -0.615
H -2.682 2.773 -0.774
H -0.802 2.909 0.449
H -0.032 2.660 -1.138
H 0.704 0.443 1.414
H 2.604 0.480 2.938
H 3.283 1.780 1.911
H 2.329 -1.853 1.911
H 3.272 -3.464 0.266
H 4.775 -2.585 -1.528
H 4.421 1.243 -0.181
H -0.320 -1.483 -2.915
H -0.893 0.197 -3.027
H -1.852 -1.017 -2.128
H -1.993 -1.219 0.562
```

List of Mulliken charges in e, atom by atom:
1. C -0.75
2. O -0.47
3. C 0.58
4. C -0.69
5. C -0.65
6. C -0.95
7. C -0.27
8. N 0.14
9. C -0.49
10. C 0.24
11. O -0.68
12. N -0.02
13. C -1.57
14. C 0.82
15. C -0.19
16. C -0.46
17. C -0.33
18. N -0.66
19. C -0.20
20. S 1.05
21. C -1.07
22. O -0.64
23. O -0.58
24. C -0.02
25. H 0.24
26. H 0.31
27. H 0.31
28. H 0.45
29. H 0.39
30. H 0.49
31. H 0.55
32. H 0.29
33. H 0.37
34. H 0.42
35. H 0.48
36. H 0.39
37. H 0.39
38. H 0.37
39. H 0.42
40. H 0.46
41. H 0.33
42. H 0.34
43. H 0.82

No. 5
This record from the OMol25 dataset describes a molecular structure, C26H29N5O6RuS2Se3Te at a distorted geometry. The level of theory is the ωB97M-V functional and the def2-TZVPD basis.

Its total charge is -1. The calculation puts the LUMO energy (spin up / spin down) at 2.044 / 0.456 eV. Its HOMO energy (spin up / spin down) is -4.678 / -5.166 eV. For the orbital gap (spin up / spin down), the calculation gives 6.7 / 5.6 eV. The calculation puts the energy relative to the best compared isomer or geometry (same formula, charge and spin) at 76.1 kJ/mol. As for the spin multiplicity: 6.

Structure (XYZ):
```
73
C26H29N5O6RuS2Se3Te the ωB97M-V functional and the def2-TZVPD basis
Ru 0.500 -1.752 -0.106
Se 0.036 -2.718 2.007
Se 1.455 -2.598 3.734
Te 3.624 -0.291 2.245
Se 2.692 -1.369 0.251
C 3.092 4.581 -1.326
C 2.790 3.210 -1.872
C 1.541 2.931 -2.423
C 1.233 1.659 -2.868
C 2.186 0.651 -2.777
C 3.447 0.921 -2.277
C 3.745 2.201 -1.830
S 1.668 -1.021 -3.094
O 2.771 -1.884 -2.740
O 1.172 -1.084 -4.447
N 0.453 -1.237 -2.056
C -0.896 -1.185 -2.616
C -1.937 -1.079 -1.503
O -3.024 -0.572 -1.731
O -1.588 -1.616 -0.374
H 2.207 5.007 -0.851
H 3.404 5.257 -2.125
H 3.892 4.531 -0.588
H 0.786 3.708 -2.461
H 0.250 1.435 -3.260
H 4.180 0.127 -2.225
H 4.719 2.397 -1.397
H -1.123 -2.110 -3.162
H -1.034 -0.365 -3.320
C 0.675 2.783 4.863
C -0.650 2.034 4.761
C -0.462 0.628 4.187
N 0.027 0.638 2.819
C -0.656 0.954 1.722
S 0.121 1.084 0.240
N -2.019 1.091 1.884
C -2.973 1.612 1.010
O -4.135 1.339 1.190
C -2.524 2.592 -0.021
C -1.839 3.735 0.373
C -1.525 4.708 -0.562
C -1.885 4.532 -1.891
C -2.559 3.381 -2.282
C -2.897 2.416 -1.347
H 0.530 3.770 5.303
H 1.128 2.908 3.878
H 1.382 2.231 5.486
H -1.346 2.594 4.132
H -1.109 1.936 5.748
H -1.387 0.050 4.256
H 0.286 0.089 4.771
H 1.030 0.537 2.684
H -2.439 0.555 2.632
H -1.535 3.858 1.406
H -1.001 5.603 -0.251
H -1.635 5.289 -2.624
H -2.823 3.234 -3.321
H -3.408 1.507 -1.633
N -2.989 -5.705 0.393
C -2.027 -6.557 -0.039
O -2.217 -7.752 -0.181
C -0.699 -5.928 -0.317
C 0.463 -6.676 -0.174
C 1.682 -6.074 -0.431
C 1.704 -4.741 -0.810
N 0.592 -4.022 -0.962
C -0.582 -4.615 -0.741
H -3.900 -6.076 0.596
H -2.810 -4.733 0.580
H 0.387 -7.709 0.138
H 2.610 -6.620 -0.336
H 2.631 -4.218 -1.015
H -1.455 -3.996 -0.915
```

List of Mulliken charges in e, atom by atom:
1. Ru 1.29
2. Se -0.28
3. Se -0.37
4. Te -0.30
5. Se -0.09
6. C -1.55
7. C 0.88
8. C -0.18
9. C -0.55
10. C -0.13
11. C -0.70
12. C -0.53
13. S 0.91
14. O -0.65
15. O -0.77
16. N 0.13
17. C -0.55
18. C 0.50
19. O -0.79
20. O -0.74
21. H 0.28
22. H 0.34
23. H 0.37
24. H 0.44
25. H 0.27
26. H 0.52
27. H 0.36
28. H 0.34
29. H 0.46
30. C -1.16
31. C -0.11
32. C -1.16
33. N 1.03
34. C -1.45
35. S 0.66
36. N 0.47
37. C -0.20
38. O -0.65
39. C 0.48
40. C 0.21
41. C -0.52
42. C -0.57
43. C -0.71
44. C -0.54
45. H 0.38
46. H 0.23
47. H 0.31
48. H 0.17
49. H 0.41
50. H 0.21
51. H 0.45
52. H -0.20
53. H 0.18
54. H 0.29
55. H 0.42
56. H 0.39
57. H 0.40
58. H 0.63
59. N -0.27
60. C 0.28
61. O -0.67
62. C 0.28
63. C -0.44
64. C -0.84
65. C -0.40
66. N 0.15
67. C -0.46
68. H 0.21
69. H 0.19
70. H 0.47
71. H 0.41
72. H 0.42
73. H 0.69

No. 6
This record from the OMol25 dataset describes C5H7BO in the gas phase at a distorted geometry. The level of theory is the ωB97M-V functional and the def2-TZVPD basis.

The calculation puts the LUMO energy at 0.515 eV. Its HOMO energy is -8.531 eV. For the orbital gap, the calculation gives 9.0 eV. As for the structure (SMILES): OBC1C=CC=C1. The calculation puts the energy relative to the best compared isomer or geometry (same formula, charge and spin) at 54.2 kJ/mol.

Structure (XYZ):
```
14
C5H7BO the ωB97M-V functional and the def2-TZVPD basis
O -2.741 0.609 0.200
B -1.547 -0.094 0.241
C -0.227 0.448 -0.526
C 0.708 0.966 0.497
C 1.795 0.159 0.598
C 1.524 -0.963 -0.302
C 0.485 -0.649 -1.097
H -3.556 0.303 0.772
H -1.363 -1.035 0.948
H -0.346 1.261 -1.222
H 0.364 1.802 1.012
H 2.690 0.214 1.152
H 2.255 -1.692 -0.479
H -0.041 -1.328 -1.793
```

List of Mulliken charges in e, atom by atom:
1. O -0.56
2. B 0.50
3. C 0.29
4. C -0.85
5. C -0.38
6. C -0.50
7. C -0.80
8. H 0.33
9. H -0.11
10. H 0.32
11. H 0.48
12. H 0.46
13. H 0.47
14. H 0.35